C53H46EuN5O3P2S2 as an isolated structure at a distorted geometry. Source: the Open Molecules 2025 dataset; level of theory: the ωB97M-V functional and the def2-TZVPD basis.

Its multiplicity is 8. The strongest force on any atom comes out at 3.641 eV Å⁻¹. The highest occupied orbital energy (alpha / beta) is -8.92 / -8.96 eV. The total charge is +1. As for the electronic energy: -128869.024 eV. The calculation puts the energy relative to the best compared isomer or geometry (same formula, charge and spin) at 412.5 kJ/mol. For the frontier orbital gap (alpha / beta), the calculation gives 6.67 / 6.72 eV.

Last column: Löwdin spin population.
Geometry (Å):
Eu 0.11 0.63 2.69  7.043
O 0.37 3.12 -0.36  0.000
S -0.09 1.72 -0.42  -0.001
C 0.44 0.98 -1.99  0.000
C 0.16 1.73 -3.09  0.000
C 0.49 1.38 -4.45  0.000
C 1.25 0.29 -4.60  0.000
C 1.81 -0.36 -5.87  0.000
C 2.55 -1.59 -5.38  0.000
C 2.30 -1.65 -3.91  0.000
C 2.56 -2.64 -3.02  0.000
C 2.36 -2.32 -1.66  -0.001
C 1.78 -1.13 -1.21  -0.001
P 1.82 -0.72 0.60  -0.005
C 2.80 -2.13 1.27  0.000
C 4.16 -2.38 1.01  0.000
C 4.75 -3.56 1.34  0.000
C 4.00 -4.59 1.91  0.000
C 2.65 -4.37 2.13  0.000
C 2.03 -3.17 1.81  0.001
C 2.90 0.73 0.81  0.000
C 2.69 1.30 2.16  -0.015
C 5.10 1.14 2.95  -0.001
C 5.56 1.90 1.77  -0.001
C 5.02 1.97 0.52  -0.001
C 3.92 1.10 -0.02  -0.001
C 1.23 -0.18 -2.13  0.000
C 1.64 -0.50 -3.46  0.000
C -1.87 1.78 -0.79  0.000
C -2.23 3.03 -1.24  0.000
C -3.28 3.37 -2.17  0.000
C -3.83 2.31 -2.72  0.000
C -4.93 2.19 -3.82  0.000
C -4.92 0.66 -4.21  0.000
C -4.04 -0.02 -3.14  0.000
C -3.86 -1.36 -2.87  0.000
C -3.05 -1.73 -1.78  0.000
C -2.46 -0.76 -0.96  -0.001
P -1.92 -1.20 0.71  -0.003
C -1.31 -2.93 0.61  0.000
C -1.39 -3.79 1.66  0.000
C -0.78 -5.02 1.59  0.000
C -0.12 -5.39 0.44  0.000
C -0.04 -4.56 -0.65  0.000
C -0.59 -3.28 -0.54  0.000
C -3.53 -1.34 1.52  0.000
C -4.67 -1.88 0.91  0.000
C -5.88 -1.81 1.55  0.000
C -5.99 -1.23 2.79  0.000
C -4.87 -0.66 3.43  0.000
C -3.66 -0.73 2.77  0.002
C -2.60 0.62 -1.30  0.000
C -3.45 1.02 -2.36  0.000
H -0.38 2.72 -2.91  0.000
H 0.13 1.98 -5.27  0.000
H 1.00 -0.70 -6.50  0.000
H 2.39 0.28 -6.47  0.000
H 2.17 -2.49 -5.86  0.000
H 3.64 -1.50 -5.52  0.000
H 2.98 -3.62 -3.31  0.000
H 2.55 -3.09 -0.94  0.000
H 4.64 -1.52 0.54  0.000
H 5.83 -3.69 1.23  0.000
H 4.44 -5.52 2.26  0.000
H 2.08 -5.11 2.59  0.000
H 0.99 -2.96 2.11  0.001
H 3.61 3.07 2.01  0.000
H 5.64 1.25 3.86  0.000
H 6.32 2.63 2.04  0.000
H 5.61 2.64 -0.09  0.000
H 3.96 0.77 -1.04  0.000
H -1.68 3.88 -0.79  0.000
H -3.51 4.37 -2.46  0.000
H -5.86 2.39 -3.31  0.000
H -4.84 2.81 -4.69  0.000
H -5.97 0.31 -4.28  0.000
H -4.55 0.59 -5.29  0.000
H -4.42 -2.13 -3.45  0.000
H -2.95 -2.76 -1.52  0.000
H -1.96 -3.50 2.53  0.000
H -0.80 -5.64 2.46  0.000
H 0.34 -6.38 0.39  0.000
H 0.41 -4.85 -1.58  0.000
H -0.42 -2.55 -1.36  0.000
H -4.68 -2.35 -0.06  0.000
H -6.76 -2.12 1.09  0.000
H -6.96 -1.24 3.31  0.000
H -4.89 -0.14 4.44  0.000
H -2.79 -0.28 3.19  0.001
N 1.92 -0.06 4.71  -0.006
C 3.17 0.75 4.59  0.000
C 3.65 0.79 3.15  -0.001
O 4.53 -0.20 2.80  0.000
O 2.73 2.74 2.31  0.001
H 1.58 0.10 5.61  0.000
H 2.11 -1.05 4.65  0.000
H 3.96 0.30 5.19  0.000
H 2.98 1.78 4.96  0.000
C 0.04 6.15 1.04  0.000
C -1.11 5.27 1.51  0.000
N -2.37 5.53 1.41  0.000
N -3.03 4.45 2.08  0.000
C -2.09 3.56 2.56  0.000
S -2.37 2.25 3.57  -0.006
N -0.91 4.06 2.16  0.000
N 0.25 3.35 2.18  -0.006
H -0.34 6.95 0.48  0.000
H 0.76 5.60 0.46  0.000
H 0.55 6.57 1.88  0.000
H -4.05 4.52 2.29  0.000
H 0.81 3.38 1.26  0.000
H 0.87 3.65 2.98  0.000